Here is a single C3H6N2 molecule at a distorted geometry from OMol25. Energies are from ωB97M-V with the def2-TZVPD basis set.

```
11
Properties=species:S:1:pos:R:3:lowdin_charge:R:1
C -1.054 0.762 0.485 0.08
C 0.072 -0.159 0.484 -0.60
C 0.626 -0.623 -0.838 -0.21
N 0.908 -0.302 1.535 0.05
N 0.207 -0.109 -1.912 0.10
H 0.922 0.555 2.092 0.03
H 0.661 -0.488 -2.740 0.05
H 1.446 -1.339 -0.746 0.11
H -1.388 1.115 1.453 0.07
H -1.272 1.316 -0.423 0.07
H -1.129 -0.727 0.609 0.24
```

Calculated values
energy relative to the best compared isomer or geometry (same formula, charge and spin)	100.8	kcal/mol
LUMO energy (spin up / spin down)	-0.0056 / -0.0056	Ha
orbital gap (spin up / spin down)	8.615 / 8.615	eV
charge	0